[1]
9
Properties=species:S:1:pos:R:3:forces:R:3:lowdin_charge:R:1 method="wB97M-V/def2-TZVPD" smiles=COC#N.I relative_energy_kcal_mol=22.15 multiplicity=1 homo_lumo_gap_ha=0.38105 fmax_ha_per_bohr=0.0250 homo_energy_ev=-9.80
H -1.36899 -0.62535 -1.25416 0.069 0.128 0.149 0.0993
H -1.35114 -0.59119 0.53318 0.045 0.128 -0.061 0.1011
O -0.43791 1.02487 -0.42340 -0.466 0.693 -0.518 -0.0250
C 0.65522 0.82946 0.19067 -0.303 -0.053 -0.140 -0.3925
N 1.65485 0.72056 0.73404 1.125 -0.195 0.592 0.1577
C -1.44392 0.01467 -0.36994 -0.586 -0.664 -0.030 -0.0283
I 6.68208 -0.01679 -0.03534 0.629 -0.142 -0.269 0.3794
H 5.26718 0.30368 0.57266 -0.673 0.147 0.271 -0.3881
H -2.40397 0.53088 -0.37495 0.159 -0.043 0.007 0.0964

***

[2]
93
Properties=species:S:1:pos:R:3:forces:R:3:lowdin_charge:R:1 method="wB97M-V/def2-TZVPD" multiplicity=1 homo_lumo_gap_ha=0.29875 fmax_ha_per_bohr=0.0486 homo_energy_ev=-8.26
H -3.16809 -4.23667 3.56608 -0.319 0.413 0.385 -0.0501
O -3.26600 -4.66975 4.43045 1.261 -0.528 -0.944 -0.3716
Cl 2.71972 4.15640 2.23648 -0.129 0.195 0.161 0.5033
H 0.54107 -3.86055 -0.03694 0.035 -0.259 -0.165 0.0548
H -0.17544 0.71177 -3.58418 -0.094 -0.168 0.331 0.0825
S 0.55549 -4.23955 -2.43148 -0.095 0.714 0.311 0.9276
H 2.55875 -7.62350 2.51269 -0.133 -0.002 0.246 0.0113
Cl 4.75995 4.43234 -4.83641 -0.012 0.025 -0.054 0.5043
C 1.73456 5.61937 2.38881 0.005 -0.047 -0.026 -2.0327
Cl -4.88913 4.18960 8.13170 -0.021 0.075 0.006 0.5119
N 0.14939 -1.57334 -1.64723 -0.314 -0.863 -0.503 -0.1858
C -7.17784 -1.45223 -4.79921 -0.086 0.021 -0.138 -2.0321
H 2.94597 -6.33680 0.21925 -0.163 0.100 0.497 0.0740
Cl 10.46098 3.50199 -4.14921 -0.050 -0.004 0.070 0.5251
Cl 6.85878 4.31839 -6.82104 -0.079 0.049 0.022 0.5096
C 0.90165 -6.03117 -0.41359 0.641 1.132 0.295 -0.2975
Cl 6.27800 3.59933 -0.25455 -0.072 -0.105 0.103 0.5125
Cl -8.69035 -0.55294 -4.60419 0.078 -0.049 0.011 0.5229
H -1.01657 1.62454 -2.34005 0.881 -0.848 -0.311 -0.0138
Cl -5.26395 6.84402 7.05202 -0.205 -0.325 0.688 0.4621
Cl -3.73638 4.44638 0.34656 -0.076 -0.597 -0.625 0.4736
Cl -2.99251 5.36117 5.11250 0.035 0.046 -0.141 0.5242
S 0.33239 -2.03733 -4.28580 -0.050 -0.657 0.598 0.6549
Cl 7.70258 3.11452 -3.38686 0.183 0.044 -0.092 0.4705
Cl 2.58277 6.97596 1.63287 -0.042 -0.051 0.047 0.5276
Cl -7.53619 -3.09839 -5.34095 0.023 0.087 0.046 0.5265
Cl 5.94347 0.87240 -1.16206 -0.038 0.019 0.070 0.5223
P -2.00542 -5.78048 4.60713 -1.284 -0.592 2.060 0.6926
Cl 5.37881 1.56107 1.58801 -0.015 0.021 -0.068 0.5272
H -1.37381 -0.32180 -0.96508 0.648 -0.230 -0.553 0.0128
Cl -5.43530 -1.99789 0.52712 0.107 0.016 0.014 0.5375
C 5.30888 2.12897 -0.08782 -0.027 0.106 -0.009 -2.0115
C -5.42142 5.83798 8.50010 -0.099 0.106 0.015 -2.0320
H 3.25689 -5.30145 3.82480 -0.326 0.019 -0.139 0.1009
H 2.09259 -0.17105 -3.08292 -0.368 0.244 0.137 0.1074
H -1.63689 -0.92210 -2.59590 0.420 -0.078 0.206 0.0496
Cl -1.44477 7.53542 4.03362 -0.276 0.127 0.048 0.5155
C 0.18389 -4.66182 -0.69460 -0.244 -0.389 0.205 -0.4829
C -3.89988 -1.66631 1.33910 -0.082 0.148 0.087 -1.9981
O 0.10338 -7.07732 2.43224 0.424 1.640 0.454 -0.4184
O -0.89362 -5.00247 5.58492 -0.139 0.242 -0.986 -0.3915
Cl -3.10019 -0.29189 0.57459 -0.489 -0.151 0.379 0.5600
Cl -2.84112 -3.08314 1.21354 -0.003 -0.024 -0.016 0.5543
Cl -3.76121 0.51748 -7.22335 0.501 0.253 -0.219 0.4971
C -0.31236 0.79073 -2.48780 0.269 -0.052 -1.192 -0.2633
H 0.19585 -6.79097 -0.05529 0.106 0.276 -0.070 0.0835
Cl -3.89253 4.33255 -2.54878 0.053 -0.087 0.123 0.5480
C -3.84309 3.37667 -1.06177 -0.211 0.049 0.111 -1.9778
H -0.68139 -4.60006 2.06995 0.337 -0.109 -0.005 -0.0506
Cl -3.40232 6.21747 2.38787 0.034 0.610 0.645 0.4645
H 1.28699 -0.62951 -0.14187 0.000 -0.203 -0.278 0.1370
Cl 0.18276 5.36963 1.57661 0.055 -0.034 -0.008 0.5096
Cl -2.04759 2.30615 -5.72929 -0.048 -0.064 0.007 0.5387
Cl 9.81004 1.86843 -1.85492 -0.025 0.078 -0.029 0.5200
Cl 4.19046 5.12217 -7.58336 0.060 0.003 0.072 0.5223
C 1.89706 0.15954 -2.04966 0.230 -0.559 0.776 -0.2246
Cl -7.11269 5.80612 9.02334 0.093 -0.015 -0.017 0.5211
H -0.89634 -4.75701 -0.49919 0.269 0.127 -0.486 0.0484
Cl 9.44055 4.73273 -1.74222 0.007 -0.054 -0.051 0.5148
Cl -3.06149 -0.09164 -4.48502 -0.115 0.100 -0.155 0.5633
Cl -5.31094 2.39757 -0.94077 0.072 0.011 -0.036 0.5353
O 0.93832 1.20048 -1.93879 -0.052 -0.179 -0.005 -0.1507
C 9.35245 3.30379 -2.78398 -0.054 -0.042 -0.008 -2.0401
Cl 1.58597 -2.82249 5.06095 0.224 -0.355 -0.092 0.6078
Cl -6.15545 -0.64331 -5.99656 -0.450 -0.299 0.425 0.4741
Cl 3.63213 2.47917 -0.52107 0.225 0.214 0.075 0.5699
Si 1.67540 -6.44801 2.34338 0.557 -0.740 -0.662 0.5535
C 1.79876 -3.79127 3.53760 0.050 -1.074 2.054 -0.8507
Cl 5.81921 6.87311 -5.96135 -0.018 -0.090 -0.010 0.5216
C 5.40750 5.18638 -6.30095 0.023 -0.003 -0.014 -2.0507
Cl -6.32755 -1.51548 -3.24668 -0.003 0.018 -0.035 0.4958
O 1.63286 -3.23696 2.53210 -0.166 0.950 -2.081 0.0367
H 2.84327 0.53765 -1.63687 -0.479 -0.230 -0.264 0.0312
H 2.37967 -4.72339 0.61505 -0.210 -0.230 -0.001 0.0631
Cl -4.19678 -1.30604 3.04432 0.018 -0.074 -0.083 0.5580
C -0.86099 -0.54338 -1.92305 -0.143 1.128 0.709 -0.2222
H 1.35399 -6.43273 -1.33283 -0.326 0.168 0.168 0.0793
C 2.07760 -5.77714 0.60866 -0.381 -0.669 -0.353 -0.2463
H 2.17718 -1.81030 -1.16612 -0.222 0.175 0.118 0.1285
H -2.20652 -6.34576 1.66507 -0.150 -0.069 0.199 -0.0202
C 2.15374 -5.25515 3.74337 -0.156 0.405 0.491 -0.2347
C -3.02869 6.75833 4.03317 0.058 0.040 0.050 -1.9857
Cl -1.06049 -0.27659 -6.55980 -0.302 0.245 -0.188 0.5144
Cl -4.26671 7.92006 4.56727 0.329 0.084 -0.605 0.4941
Cl 1.44353 5.98149 4.09693 0.254 -0.134 -0.074 0.5021
C -2.48196 0.61221 -5.99871 0.144 -0.025 -0.072 -1.9925
Si -1.11140 -5.93269 2.56885 0.198 -0.004 -0.904 0.3691
Cl -4.41601 6.50517 9.79461 -0.047 -0.043 -0.068 0.5230
Cl -2.42517 2.31853 -1.08529 -0.785 0.699 0.358 0.6146
C 1.42125 -1.01038 -1.16782 0.540 0.025 -0.048 -0.1300
H 1.78447 -5.58349 4.72779 0.052 0.088 -0.329 0.0736
H -1.32095 -4.68578 6.39284 0.078 -0.216 -0.089 0.0476
C 0.31452 -2.50575 -2.70110 0.093 0.289 -0.572 -1.0627

***

[3]
56
Properties=species:S:1:pos:R:3:forces:R:3:lowdin_charge:R:1 method="wB97M-V/def2-TZVPD" smiles=BrCCBr.BrCCBr.BrCCBr.BrCCBr.BrCCBr.BrCCBr.BrCCBr relative_energy_kcal_mol=20.62 multiplicity=1 homo_lumo_gap_ha=0.38104 fmax_ha_per_bohr=0.0282 homo_energy_ev=-10.12
H -1.25529 4.32729 -0.90014 -0.320 0.063 0.222 -0.0221
Br -0.14404 1.92283 4.28870 -0.395 -0.091 0.054 0.6733
H -2.10924 5.88083 -1.09828 0.152 0.187 -0.133 0.0586
H -2.12012 3.03938 5.48974 0.027 -0.335 0.040 0.0631
C -1.62831 5.05864 -1.61106 0.108 -1.316 -0.353 -0.7176
C -0.46942 5.40165 -2.51508 -0.119 1.417 0.280 -0.6311
H 2.61206 -2.38356 -3.58608 0.094 0.232 0.155 0.0493
C 1.78619 -2.61900 -5.54709 -0.173 -0.598 0.621 -0.6913
Br -4.16221 -5.46753 -0.24232 0.180 0.294 0.271 0.5900
Br -3.36523 -1.85305 2.55997 -0.094 0.198 -0.236 0.6395
H 0.61303 -7.02524 -3.53826 0.119 0.045 -0.180 0.0572
H -3.69714 -2.39037 0.05785 -0.359 0.426 0.417 0.0669
Br -1.15748 4.16724 8.20727 0.012 -0.469 -0.314 0.5957
H 1.36916 -2.08308 -6.39399 0.476 0.211 -0.090 0.0595
H 1.00942 -3.31461 -5.22840 0.280 -0.258 -0.041 0.0169
Br 0.96244 5.91209 -1.22415 -0.236 -0.324 -0.824 0.5888
Br 1.51882 5.99683 2.24120 0.425 -0.501 0.366 0.5691
C 0.27871 -0.78649 0.90205 -0.516 0.131 -0.245 -0.6318
C 2.88827 4.57937 2.27372 0.323 -0.067 -0.245 -0.6773
H 1.70085 2.77663 2.47375 -0.060 0.187 -0.075 -0.0410
Br 0.44616 -2.76942 0.84387 0.349 0.814 0.015 0.6491
C 2.33679 3.27999 1.75198 -0.085 -0.364 -0.003 -0.7173
H -0.35920 -0.72947 -1.13294 -0.251 0.189 0.090 -0.0056
C 0.12561 -5.51131 -2.05660 -0.194 -0.373 -0.168 -0.6850
H 0.65360 3.23327 6.83579 0.041 -0.165 -0.083 0.0446
Br -1.20468 -4.57089 -3.18771 0.509 -0.275 0.462 0.5758
Br 3.82243 2.02409 1.46260 -0.144 0.137 0.036 0.6036
H -0.17147 4.64899 -3.23631 0.244 -0.400 0.523 0.0586
H -0.44894 1.89607 7.22105 -0.175 0.161 0.301 0.0544
C -3.37437 -2.93463 0.94631 -0.060 -0.207 -0.908 -0.7073
H -0.71892 -0.65853 1.31258 0.018 0.122 0.062 0.0110
C -0.38562 2.92577 6.87870 -0.126 0.005 0.368 -0.7063
H 3.28426 4.43803 3.27623 -0.287 0.287 0.136 0.0596
H 3.71265 4.91600 1.65050 -0.164 0.200 -0.087 0.0473
H 1.29706 -0.36731 -0.99763 0.267 0.451 0.313 0.0228
C 1.10088 -6.26565 -2.94213 0.491 0.364 1.063 -0.6546
C -4.28059 -4.13580 1.19637 0.758 0.237 -0.142 -0.6925
H -3.95798 -4.58381 2.13071 -0.327 -0.393 -0.083 0.0433
H 1.82559 3.34922 0.79799 0.075 0.182 0.005 -0.0203
Br 3.39876 -3.63744 -6.06239 -0.589 0.176 -0.109 0.6062
C 0.34800 -0.20173 -0.49889 -0.218 -1.414 0.000 -0.7740
C -1.04244 3.12975 5.53960 1.018 0.869 -0.001 -0.6736
H 2.95448 -1.06865 -4.79611 -0.031 0.398 0.713 0.0572
H 0.59043 -4.80204 -1.37891 0.117 0.287 -0.377 0.0004
Br 0.62761 -0.84339 -3.72126 0.336 0.140 -0.296 0.7140
Br 2.36207 -7.16793 -1.71628 -0.238 -0.144 -0.089 0.6026
Br -3.02500 4.08182 -2.60287 0.168 0.315 0.061 0.5821
H -0.39654 -6.22183 -1.41902 -0.349 0.067 -0.226 0.0505
H 1.79955 -5.62740 -3.46955 -0.436 0.089 -0.505 0.0270
C 2.22180 -1.75265 -4.37517 -0.400 -0.353 -1.245 -0.6870
H -0.64975 6.31147 -3.08532 -0.047 -0.008 0.068 0.0530
H -0.72144 4.12361 5.22999 -0.453 -0.021 -0.350 0.0497
H -2.32675 -3.12935 0.72799 -0.086 -0.615 0.375 -0.0215
H -5.32459 -3.84897 1.20161 -0.003 0.062 0.264 0.0482
H 0.99941 -0.32092 1.56732 0.259 -0.450 0.093 0.0494
Br -0.14933 1.65120 -0.50149 0.091 0.199 0.034 0.7188